Entry 1:
ORCA calculation (wB97M-V/def2-TZVPD) on a 12-piece molecular cluster, C45H59BF11IN2O35PS overall.

- Spin multiplicity: 1
- HOMO level: -11.63 eV
- Net charge: +1

Bonds (Å) are listed after each position.
Element x y z (Å)
1 C 0.394 -7.713 -0.354  C2 1.320, H21 1.082, H22 1.083
2 C 1.021 -6.716 0.242  C1 1.320, C3 1.503, H23 1.083
3 C 0.250 -5.555 0.807  C2 1.503, N4 1.459, C16 1.563, H24 1.099
4 N 0.801 -5.110 2.082  C3 1.459, C5 1.439, H25 1.007
5 C 1.091 -3.703 2.165  N4 1.439, I6 2.120, C7 1.556, H26 1.088
6 I 1.876 -3.245 4.081  C5 2.120
7 C -0.154 -2.869 1.743  C5 1.556, C8 1.531, C9 1.540, N10 1.537
8 C -0.057 -1.400 2.160  C7 1.531, H27 1.089, H28 1.087, H29 1.086
9 C -1.358 -3.441 2.514  C7 1.540, H30 1.087, H31 1.087, H32 1.092
10 N -0.255 -3.045 0.220  C7 1.537, C11 1.507, P14 1.865, C16 1.538
11 C 0.287 -1.909 -0.609  N10 1.507, C12 1.537, H33 1.090, H34 1.090
12 C 1.729 -1.418 -0.399  C11 1.537, C13 1.544, H35 1.083, H36 1.087
13 C 1.839 0.115 -0.252  C12 1.544, H37 1.089, H38 1.091, H39 1.086
14 P -2.049 -3.047 -0.289  N10 1.865, S15 1.912, H40 1.387, H41 1.390
15 S -3.172 -1.551 0.107  P14 1.912
16 C 0.140 -4.442 -0.286  C3 1.563, N10 1.538, B17 1.627, H42 1.094
17 B 1.481 -4.534 -1.202  C16 1.627, O18 1.357, O19 1.353
18 O 1.401 -4.935 -2.496  B17 1.357, H43 0.966
19 O 2.678 -4.255 -0.638  B17 1.353, C20 1.436
20 C 3.797 -3.947 -1.485  O19 1.436, H44 1.085, H45 1.089, H46 1.088
21 H 0.988 -8.418 -0.920  C1 1.082
22 H -0.678 -7.849 -0.288  C1 1.083
23 H 2.097 -6.721 0.366  C2 1.083
24 H -0.759 -5.957 0.972  C3 1.099
25 H 0.333 -5.478 2.895  N4 1.007
26 H 1.921 -3.520 1.485  C5 1.088
27 H -0.707 -0.763 1.562  C8 1.089
28 H 0.954 -1.010 2.070  C8 1.087
29 H -0.388 -1.312 3.190  C8 1.086
30 H -2.160 -2.714 2.609  C9 1.087
31 H -1.724 -4.397 2.149  C9 1.087
32 H -0.999 -3.632 3.527  C9 1.092
33 H -0.366 -1.051 -0.454  C11 1.090
34 H 0.142 -2.170 -1.658  C11 1.090
35 H 2.244 -1.893 0.427  C12 1.083
36 H 2.296 -1.686 -1.286  C12 1.087
37 H 0.921 0.644 -0.504  C13 1.089
38 H 2.093 0.366 0.779  C13 1.091
39 H 2.664 0.477 -0.859  C13 1.086
40 H -2.470 -4.283 0.178  P14 1.387
41 H -1.835 -3.230 -1.650  P14 1.390
42 H -0.663 -4.806 -0.933  C16 1.094
43 H 0.500 -4.853 -2.832  O18 0.966
44 H 4.536 -3.425 -0.885  C20 1.085
45 H 3.504 -3.300 -2.309  C20 1.089
46 H 4.217 -4.857 -1.910  C20 1.088
47 C -2.649 -0.715 -4.692  C48 1.511, O52 1.447, H54 1.091, H55 1.082
48 C -1.285 -0.073 -4.792  C47 1.511, O49 1.432, F53 1.351, H56 1.090
49 O -0.490 -0.940 -3.977  C48 1.432, C50 1.351
50 C -1.067 -2.161 -4.008  O49 1.351, O51 1.198, O52 1.330
51 O -0.523 -3.156 -3.621  C50 1.198
52 O -2.301 -2.107 -4.502  C47 1.447, C50 1.330
53 F -1.258 1.171 -4.267  C48 1.351
54 H -3.190 -0.360 -3.814  C47 1.091
55 H -3.258 -0.582 -5.577  C47 1.082
56 H -0.864 -0.043 -5.797  C48 1.090
57 C -0.005 -11.362 2.116  C58 1.515, O62 1.432, H64 1.090, H65 1.086
58 C 0.249 -11.372 0.623  C57 1.515, O59 1.415, F63 1.351, H66 1.091
59 O -1.038 -11.640 0.098  C58 1.415, C60 1.362
60 C -1.955 -11.166 0.987  O59 1.362, O61 1.183, O62 1.354
61 O -3.100 -10.985 0.750  C60 1.183
62 O -1.360 -10.903 2.174  C57 1.432, C60 1.354
63 F 1.107 -12.349 0.254  C58 1.351
64 H 0.068 -12.367 2.531  C57 1.090
65 H 0.648 -10.691 2.666  C57 1.086
66 H 0.602 -10.423 0.219  C58 1.091
67 C -4.681 -8.183 -0.248  C68 1.517, O72 1.437, H74 1.090, H75 1.085
68 C -5.743 -7.176 -0.648  C67 1.517, O69 1.427, F73 1.347, H76 1.090
69 O -4.961 -6.013 -0.917  C68 1.427, C70 1.351
70 C -3.732 -6.425 -1.298  O69 1.351, O71 1.192, O72 1.343
71 O -2.916 -5.733 -1.823  C70 1.192
72 O -3.549 -7.722 -1.004  C67 1.437, C70 1.343
73 F -6.606 -6.909 0.352  C68 1.347
74 H -4.459 -8.114 0.817  C67 1.090
75 H -4.922 -9.209 -0.505  C67 1.085
76 H -6.307 -7.436 -1.545  C68 1.090
77 C -4.708 3.176 -4.420  C78 1.513, O82 1.445, H84 1.089, H85 1.085
78 C -4.551 4.071 -5.629  C77 1.513, O79 1.422, F83 1.356, H86 1.091
79 O -3.752 3.274 -6.495  C78 1.422, C80 1.352
80 C -4.009 1.979 -6.207  O79 1.352, O81 1.191, O82 1.345
81 O -3.694 1.059 -6.894  C80 1.191
82 O -4.660 1.869 -5.035  C77 1.445, C80 1.345
83 F -3.879 5.213 -5.340  C78 1.356
84 H -3.883 3.298 -3.719  C77 1.089
85 H -5.645 3.318 -3.893  C77 1.085
86 H -5.480 4.328 -6.140  C78 1.091
87 C 2.255 0.139 7.740  C88 1.516, O92 1.429, H94 1.091, H95 1.086
88 C 2.905 -1.222 7.900  C87 1.516, O89 1.412, F93 1.359, H96 1.091
89 O 4.279 -0.897 7.932  C88 1.412, C90 1.363
90 C 4.397 0.373 8.413  O89 1.363, O91 1.183, O92 1.352
91 O 5.406 0.865 8.785  C90 1.183
92 O 3.193 0.988 8.403  C87 1.429, C90 1.352
93 F 2.664 -2.035 6.838  C88 1.359
94 H 2.192 0.418 6.687  C87 1.091
95 H 1.274 0.214 8.199  C87 1.086
96 H 2.638 -1.751 8.816  C88 1.091
97 C -3.757 6.914 -9.626  C98 1.517, O102 1.437, H104 1.090, H105 1.082
98 C -3.772 7.236 -8.144  C97 1.517, O99 1.420, F103 1.349, H106 1.091
99 O -5.072 6.810 -7.762  C98 1.420, C100 1.359
100 C -5.446 5.815 -8.609  O99 1.359, O101 1.187, O102 1.346
101 O -6.348 5.071 -8.406  C100 1.187
102 O -4.637 5.780 -9.684  C97 1.437, C100 1.346
103 F -3.645 8.556 -7.893  C98 1.349
104 H -4.173 7.733 -10.213  C97 1.090
105 H -2.776 6.655 -10.000  C97 1.082
106 H -3.032 6.694 -7.552  C98 1.091
107 C 6.590 1.818 -2.116  C108 1.516, O112 1.433, H114 1.091, H115 1.085
108 C 5.963 1.463 -0.782  C107 1.516, O109 1.417, F113 1.354, H116 1.091
109 O 5.311 0.241 -1.079  C108 1.417, C110 1.366
110 C 5.989 -0.357 -2.104  O109 1.366, O111 1.183, O112 1.346
111 O 5.851 -1.489 -2.418  C110 1.183
112 O 6.825 0.524 -2.684  C107 1.433, C110 1.346
113 F 5.043 2.373 -0.384  C108 1.354
114 H 5.887 2.369 -2.742  C107 1.091
115 H 7.519 2.374 -2.031  C107 1.085
116 H 6.674 1.302 0.029  C108 1.091
117 C -4.957 6.804 0.077  C118 1.517, O122 1.435, H124 1.090, H125 1.085
118 C -4.246 7.599 -1.001  C117 1.517, O119 1.421, F123 1.349, H126 1.091
119 O -3.421 6.610 -1.599  C118 1.421, C120 1.353
120 C -4.018 5.409 -1.425  O119 1.353, O121 1.189, O122 1.347
121 O -3.724 4.418 -2.011  C120 1.189
122 O -5.000 5.494 -0.506  C117 1.435, C120 1.347
123 F -3.473 8.581 -0.494  C118 1.349
124 H -4.366 6.775 0.993  C117 1.090
125 H -5.959 7.158 0.297  C117 1.085
126 H -4.901 8.022 -1.764  C118 1.091
127 C 5.915 2.446 11.872  C128 1.514, O132 1.434, H134 1.090, H135 1.086
128 C 5.263 1.325 12.652  C127 1.514, O129 1.418, F133 1.351, H136 1.091
129 O 4.679 2.016 13.744  C128 1.418, C130 1.358
130 C 4.405 3.282 13.337  O129 1.358, O131 1.184, O132 1.353
131 O 3.699 4.047 13.899  C130 1.184
132 O 5.048 3.546 12.175  C127 1.434, C130 1.353
133 F 6.158 0.425 13.117  C128 1.351
134 H 6.919 2.656 12.242  C127 1.090
135 H 5.951 2.263 10.802  C127 1.086
136 H 4.479 0.792 12.111  C128 1.091
137 C -0.223 9.258 -12.631  C138 1.515, O142 1.430, H144 1.091, H145 1.086
138 C -0.753 7.990 -11.993  C137 1.515, O139 1.417, F143 1.354, H146 1.092
139 O -1.528 8.497 -10.921  C138 1.417, C140 1.372
140 C -1.969 9.746 -11.283  O139 1.372, O141 1.180, O142 1.349
141 O -2.839 10.326 -10.736  C140 1.180
142 O -1.273 10.187 -12.351  C137 1.430, C140 1.349
143 F 0.234 7.207 -11.495  C138 1.354
144 H 0.697 9.584 -12.144  C137 1.091
145 H -0.062 9.175 -13.701  C137 1.086
146 H -1.387 7.385 -12.642  C138 1.092
147 C 3.278 6.766 11.485  C148 1.513, O152 1.433, H154 1.091, H155 1.086
148 C 3.578 5.865 10.308  C147 1.513, O149 1.413, F153 1.359, H156 1.089
149 O 3.697 6.784 9.240  C148 1.413, C150 1.367
150 C 4.109 7.977 9.764  O149 1.367, O151 1.182, O152 1.352
151 O 4.538 8.877 9.130  C150 1.182
152 O 3.963 7.967 11.109  C147 1.433, C150 1.352
153 F 2.561 5.004 10.044  C148 1.359
154 H 2.208 6.965 11.562  C147 1.091
155 H 3.648 6.384 12.432  C147 1.086
156 H 4.503 5.297 10.402  C148 1.089

Entry 2:
ORCA calculation (wB97M-V/def2-TZVPD) on a 7-piece molecular cluster, C45H60F6N2O16S overall.

- Spin multiplicity: 1
- HOMO level: -8.61 eV
- Structure (SMILES): CCCc1nc2c(CCCCOC=O)cc(CCCF)cc2nc1S(=O)(=O)C(F)(F)C(F)(F)F.O=C1CCCO1.O=C1CCCO1.O=C1CCCO1.O=C1CCCO1.O=C1CCCO1.O=C1CCCO1
- Net charge: 0

Bonds (Å) are listed after each position.
Element x y z (Å)
1 C -2.973 2.235 -1.327  C2 1.568, H35 1.097, H36 1.102, H37 1.105
2 C -1.496 1.999 -0.858  C1 1.568, C3 1.575, H38 1.094, H39 1.106
3 C -0.488 1.876 -2.063  C2 1.575, C4 1.531, H40 1.093, H41 1.102
4 C -1.123 1.040 -3.177  C3 1.531, N5 1.316, C24 1.434
5 N -1.682 -0.093 -2.805  C4 1.316, C6 1.362
6 C -2.252 -0.813 -3.811  N5 1.362, C7 1.432, C22 1.411
7 C -2.872 -2.069 -3.518  C6 1.432, C8 1.534, C15 1.366
8 C -2.827 -2.561 -2.066  C7 1.534, C9 1.572, H42 1.097, H43 1.101
9 C -1.347 -3.024 -1.810  C8 1.572, C10 1.559, H44 1.103, H45 1.100
10 C -0.812 -3.963 -2.934  C9 1.559, C11 1.531, H46 1.102, H47 1.106
11 C 0.071 -3.258 -3.966  C10 1.531, O12 1.453, H48 1.101, H49 1.108
12 O 0.895 -4.191 -4.714  C11 1.453, C13 1.379
13 C 1.187 -3.579 -5.915  O12 1.379, O14 1.205, H50 1.113
14 O 1.990 -2.686 -6.009  C13 1.205
15 C -3.489 -2.826 -4.473  C7 1.366, C16 1.445, H51 1.091
16 C -3.499 -2.336 -5.833  C15 1.445, C17 1.529, C21 1.358
17 C -4.184 -3.197 -6.895  C16 1.529, C18 1.558, H52 1.107, H53 1.103
18 C -5.627 -2.676 -7.165  C17 1.558, C19 1.547, H54 1.100, H55 1.103
19 C -6.380 -2.231 -5.889  C18 1.547, F20 1.394, H56 1.100, H57 1.105
20 F -6.195 -0.875 -5.622  C19 1.394
21 C -2.901 -1.152 -6.122  C16 1.358, C22 1.427, H58 1.095
22 C -2.250 -0.344 -5.142  C6 1.411, C21 1.427, N23 1.360
23 N -1.671 0.811 -5.567  C22 1.360, C24 1.307
24 C -1.126 1.434 -4.555  C4 1.434, N23 1.307, S25 1.817
25 S -0.283 2.982 -4.997  C24 1.817, O26 1.434, O27 1.433, C28 1.869
26 O -1.142 4.092 -4.705  S25 1.434
27 O 1.031 3.068 -4.434  S25 1.433
28 C -0.079 2.935 -6.855  S25 1.869, F29 1.339, F30 1.350, C31 1.582
29 F -1.244 3.127 -7.486  C28 1.339
30 F 0.690 4.004 -7.152  C28 1.350
31 C 0.672 1.652 -7.396  C28 1.582, F32 1.343, F33 1.335, F34 1.335
32 F 1.647 2.046 -8.231  C31 1.343
33 F 1.249 0.943 -6.423  C31 1.335
34 F -0.153 0.861 -8.086  C31 1.335
35 H -3.600 2.612 -0.510  C1 1.097
36 H -3.450 1.293 -1.639  C1 1.102
37 H -3.037 2.994 -2.128  C1 1.105
38 H -1.387 1.181 -0.139  C2 1.094
39 H -1.217 2.926 -0.324  C2 1.106
40 H -0.273 2.901 -2.374  C3 1.093
41 H 0.401 1.337 -1.699  C3 1.102
42 H -3.541 -3.373 -1.881  C8 1.097
43 H -2.995 -1.685 -1.419  C8 1.101
44 H -1.259 -3.566 -0.854  C9 1.103
45 H -0.722 -2.122 -1.733  C9 1.100
46 H -1.682 -4.462 -3.390  C10 1.102
47 H -0.204 -4.774 -2.492  C10 1.106
48 H 0.716 -2.475 -3.537  C11 1.101
49 H -0.600 -2.762 -4.696  C11 1.108
50 H 0.653 -3.912 -6.832  C13 1.113
51 H -3.970 -3.766 -4.200  C15 1.091
52 H -3.575 -3.125 -7.817  C17 1.107
53 H -4.183 -4.244 -6.550  C17 1.103
54 H -5.636 -1.823 -7.860  C18 1.100
55 H -6.221 -3.501 -7.592  C18 1.103
56 H -6.157 -2.857 -5.013  C19 1.100
57 H -7.457 -2.348 -6.105  C19 1.105
58 H -2.910 -0.821 -7.166  C21 1.095
59 O -3.089 2.001 1.547  C60 1.196
60 C -2.750 2.548 2.555  O59 1.196, O61 1.360, C64 1.512
61 O -3.623 3.069 3.458  C60 1.360, C62 1.438
62 C -2.897 3.750 4.496  O61 1.438, C63 1.519, H65 1.093, H66 1.089
63 C -1.504 3.145 4.468  C62 1.519, C64 1.520, H67 1.090, H68 1.089
64 C -1.327 2.806 2.997  C60 1.512, C63 1.520, H69 1.092, H70 1.088
65 H -2.892 4.820 4.272  C62 1.093
66 H -3.397 3.595 5.451  C62 1.089
67 H -0.738 3.813 4.862  C63 1.090
68 H -1.485 2.230 5.058  C63 1.089
69 H -0.929 3.649 2.428  C64 1.092
70 H -0.707 1.923 2.854  C64 1.088
71 O -1.557 -3.268 -8.296  C72 1.198
72 C -1.743 -3.567 -9.441  O71 1.198, O73 1.356, C76 1.513
73 O -2.913 -3.343 -10.088  C72 1.356, C74 1.439
74 C -2.857 -3.911 -11.409  O73 1.439, C75 1.519, H77 1.092, H78 1.088
75 C -1.378 -4.022 -11.732  C74 1.519, C76 1.524, H79 1.089, H80 1.092
76 C -0.767 -4.273 -10.358  C72 1.513, C75 1.524, H81 1.091, H82 1.087
77 H -3.353 -4.885 -11.388  C74 1.092
78 H -3.385 -3.263 -12.105  C74 1.088
79 H -1.154 -4.796 -12.463  C75 1.089
80 H -1.013 -3.071 -12.127  C75 1.092
81 H -0.750 -5.334 -10.106  C76 1.091
82 H 0.228 -3.844 -10.270  C76 1.087
83 O 1.213 0.211 3.054  C84 1.197
84 C 1.568 0.754 4.060  O83 1.197, O85 1.362, C88 1.510
85 O 0.696 1.267 4.971  C84 1.362, C86 1.439
86 C 1.427 1.947 6.006  O85 1.439, C87 1.518, H89 1.094, H90 1.089
87 C 2.823 1.349 5.968  C86 1.518, C88 1.522, H91 1.089, H92 1.091
88 C 2.991 1.018 4.492  C84 1.510, C87 1.522, H93 1.091, H94 1.087
89 H 1.428 3.018 5.785  C86 1.094
90 H 0.935 1.786 6.964  C86 1.089
91 H 3.588 2.019 6.358  C87 1.089
92 H 2.849 0.431 6.556  C87 1.091
93 H 3.382 1.864 3.924  C88 1.091
94 H 3.613 0.139 4.343  C88 1.087
95 O 5.019 -1.776 7.636  C96 1.196
96 C 4.250 -1.792 8.552  O95 1.196, O97 1.357, C100 1.514
97 O 3.072 -1.118 8.546  C96 1.357, C98 1.444
98 C 2.430 -1.249 9.833  O97 1.444, C99 1.516, H101 1.085, H102 1.089
99 C 3.025 -2.500 10.448  C98 1.516, C100 1.524, H103 1.087, H104 1.092
100 C 4.438 -2.499 9.878  C96 1.514, C99 1.524, H105 1.091, H106 1.087
101 H 2.644 -0.360 10.417  C98 1.085
102 H 1.353 -1.331 9.695  C98 1.089
103 H 2.986 -2.502 11.535  C99 1.087
104 H 2.487 -3.381 10.091  C99 1.092
105 H 5.126 -1.917 10.494  C100 1.091
106 H 4.819 -3.506 9.730  C100 1.087
107 O 5.600 3.337 3.265  C108 1.198
108 C 5.588 3.020 2.110  O107 1.198, O109 1.354, C112 1.514
109 O 5.052 1.857 1.666  C108 1.354, C110 1.439
110 C 5.289 1.720 0.253  O109 1.439, C111 1.518, H113 1.092, H114 1.088
111 C 5.526 3.133 -0.250  C110 1.518, C112 1.524, H115 1.089, H116 1.092
112 C 6.184 3.795 0.954  C108 1.514, C111 1.524, H117 1.091, H118 1.087
113 H 6.158 1.075 0.108  C110 1.092
114 H 4.424 1.256 -0.216  C110 1.088
115 H 6.126 3.171 -1.158  C111 1.089
116 H 4.571 3.617 -0.459  C111 1.092
117 H 7.266 3.658 0.957  C112 1.091
118 H 5.934 4.851 1.024  C112 1.087
119 O 2.257 -0.314 12.627  C120 1.198
120 C 1.983 0.838 12.812  O119 1.198, O121 1.353, C124 1.516
121 O 1.581 1.322 14.009  C120 1.353, C122 1.438
122 C 1.224 2.709 13.883  O121 1.438, C123 1.519, H125 1.092, H126 1.088
123 C 1.956 3.197 12.644  C122 1.519, C124 1.523, H127 1.089, H128 1.092
124 C 1.983 1.945 11.776  C120 1.516, C123 1.523, H129 1.092, H130 1.087
125 H 0.139 2.780 13.780  C122 1.092
126 H 1.528 3.245 14.779  C122 1.088
127 H 1.477 4.053 12.171  C123 1.089
128 H 2.976 3.484 12.905  C123 1.092
129 H 1.086 1.854 11.161  C124 1.092
130 H 2.876 1.900 11.157  C124 1.087

Record order is preserved below.
Gap between HOMO and LUMO: 9.8; 8.2 eV